The following is a DFT calculation (ωB97M-V with the def2-TZVPD basis set) of a molecular structure, C9H15O6Tl.

```
! RIJCOSX wB97M-V def2-TZVPD def2/J DEFGRID3
* xyz 2 1
O -2.035 -0.836 2.091
C -1.243 -0.441 2.930
C 0.149 -0.051 2.562
O 0.384 -0.463 1.237
C 1.639 -0.133 0.646
C 1.632 1.229 0.003
O 1.436 2.179 0.968
C 0.558 3.235 0.635
H 0.856 -0.529 3.261
H -1.574 -0.208 3.956
H 0.245 1.037 2.713
H 1.816 -0.896 -0.123
H 2.434 -0.214 1.401
H 2.569 1.382 -0.562
H 0.720 1.299 -0.822
H 0.522 3.916 1.492
H 0.914 3.775 -0.257
H -0.450 2.826 0.466
O -1.123 -3.217 -0.071
C -0.524 -3.508 -1.205
C -0.141 -2.573 -2.099
O -0.230 -1.248 -1.643
C -0.755 -0.274 -2.518
C -1.385 0.785 -1.659
O -1.959 0.405 -0.615
Tl -1.190 -1.302 0.245
H -0.380 -4.566 -1.464
H 0.383 -2.739 -3.038
H -1.515 -0.700 -3.195
H 0.043 0.179 -3.129
H -1.794 1.652 -2.208
*
```

F_max (Eh/bohr): 0.078
Energy (eV): -26531.328
Orbital gap (Ha): 0.262
Relative energy (zero: lowest compared OMol25 entry of this formula, charge and spin) (kJ/mol): 0.0
Highest occupied orbital energy (eV): -15.9